Record 1
69
Properties=species:S:1:pos:R:3:forces:R:3 method="wB97M-V/def2-TZVPD" homo_energy_ev=-7.2 lumo_energy_ev=-0.2 total_energy_ev=-229599.235 de_lowest_kj_mol=191.9 orbital_gap_ev=7.0451
Sr 1.3630 -1.5208 -0.2483 -0.402 0.976 4.057
C 1.4802 -4.2453 2.1727 0.582 -0.453 -0.046
C 0.7074 -4.6952 1.0933 0.295 -0.528 -0.164
C -0.2151 -3.7120 0.7751 -0.748 0.753 -0.117
C -0.0041 -2.6070 1.6522 -1.020 -0.726 1.112
C 1.0478 -2.9796 2.5313 -0.363 0.900 0.014
H 2.2763 -4.7980 2.6528 0.012 -0.021 0.008
H 0.7983 -5.6631 0.6209 0.013 0.013 -0.088
H -1.0410 -3.7904 0.0710 0.175 -0.042 0.038
H -0.7701 -1.8652 1.8804 0.258 0.132 -0.210
H 1.3845 -2.4096 3.3865 0.061 0.036 -0.012
C 1.3107 3.0752 2.1686 -0.038 -0.260 -0.208
As 0.5516 1.2546 1.8722 -0.066 0.529 0.656
C 0.8563 0.6906 3.7348 0.045 -0.109 -0.004
C -1.4095 1.5228 2.1844 0.078 -0.024 -0.013
C -2.3565 1.9602 1.0582 -0.064 -0.071 0.016
C -3.7658 2.0998 1.6610 0.159 0.014 -0.040
C -2.5018 0.9064 -0.0545 0.175 -0.232 -0.127
As -0.9331 0.0990 -0.9915 -1.631 0.831 -0.272
C -0.1800 1.6482 -1.9059 0.115 0.129 -0.043
C -2.0099 -0.6360 -2.4559 0.017 -0.137 -0.081
C -1.8975 3.3038 0.4712 0.060 0.259 -0.036
As -2.7799 4.9850 1.1047 0.300 0.026 -0.011
C -1.9907 5.2431 2.9031 -0.036 -0.098 -0.155
C -1.4901 6.1664 0.1969 -0.016 0.000 -0.006
H 0.7872 3.6161 2.9584 -0.052 -0.127 -0.040
H 1.3164 3.6724 1.2572 -0.054 -0.021 0.003
H 2.3499 2.9320 2.4738 -0.067 -0.028 0.003
H 0.5791 1.4731 4.4467 -0.035 0.008 -0.195
H 1.9060 0.4391 3.8889 -0.024 0.000 -0.058
H 0.2580 -0.1950 3.9394 0.016 -0.085 -0.009
H -1.4949 2.2441 3.0083 0.103 -0.149 -0.035
H -1.7342 0.5459 2.5629 0.012 0.077 0.048
H -4.1091 1.1452 2.0542 -0.059 -0.092 0.049
H -4.4647 2.4368 0.8951 -0.084 -0.016 0.018
H -3.7806 2.8282 2.4719 -0.026 0.013 0.082
H -3.1451 1.3267 -0.8402 0.081 -0.110 0.115
H -3.0294 0.0329 0.3567 0.088 0.110 -0.092
H -0.9358 2.1806 -2.4866 0.003 0.007 0.126
H 0.5871 1.2777 -2.5786 0.018 -0.066 -0.086
H 0.2948 2.3231 -1.1914 -0.121 0.007 -0.022
H -2.3865 0.1574 -3.1069 0.026 -0.059 0.116
H -2.8490 -1.2201 -2.0663 0.115 0.140 0.074
H -1.3823 -1.3006 -3.0469 -0.009 0.028 -0.042
H -2.1090 3.3131 -0.6048 0.076 0.114 0.121
H -0.8152 3.4023 0.5927 -0.099 0.164 -0.136
H -2.4422 4.5918 3.6483 -0.064 -0.087 -0.022
H -2.1819 6.2722 3.2071 -0.021 0.020 -0.056
H -0.9157 5.0803 2.8887 0.086 -0.013 -0.020
H -1.5678 6.0655 -0.8842 -0.062 -0.062 -0.033
H -0.4714 5.9267 0.4973 0.072 -0.052 0.028
H -1.6859 7.2077 0.4482 -0.078 -0.003 0.056
I 0.5411 -0.3291 -5.3329 0.311 -0.363 0.140
C 1.5389 -1.9772 -4.4564 -0.401 0.838 0.209
C 1.9206 -3.0292 -5.2738 0.255 -0.552 -0.137
C 2.5654 -4.1167 -4.7414 0.085 -0.322 -0.727
I 3.0743 -5.7278 -6.0360 -0.126 0.476 0.325
C 2.8741 -4.1625 -3.3708 -0.130 0.194 0.209
C 3.5809 -5.2051 -2.7397 0.023 -0.056 0.249
C 3.8067 -5.1600 -1.3919 -0.008 -0.054 -0.169
C 3.3142 -4.0724 -0.6611 0.367 -0.303 0.102
N 2.6921 -3.0723 -1.2248 1.483 -1.284 -0.405
C 2.4605 -3.0782 -2.5439 0.174 -0.529 -1.199
C 1.7740 -1.9327 -3.0796 0.120 -0.509 -1.584
O 1.4221 -0.9607 -2.3346 0.001 1.039 -1.344
H 1.7163 -2.9734 -6.3321 -0.048 -0.078 -0.055
H 3.9368 -6.0401 -3.3273 0.001 0.005 -0.033
H 4.3501 -5.9449 -0.8916 0.011 -0.090 0.072
H 3.4197 -4.0285 0.4131 0.082 -0.028 0.086

=====

Record 2
69
Properties=species:S:1:pos:R:3:forces:R:3 method="wB97M-V/def2-TZVPD" homo_energy_ev=-7.2 lumo_energy_ev=0.2 total_energy_ev=-229599.722 de_lowest_kj_mol=145.0 orbital_gap_ev=7.4564
Sr 0.1185 0.0207 0.3428 -3.972 -2.514 -2.629
C 1.6927 1.8992 0.3778 0.824 0.550 0.921
C 2.4480 0.7317 0.6954 0.654 1.107 0.553
C 1.9926 0.2384 1.9330 0.395 1.048 0.813
C 0.9412 1.0984 2.3945 1.347 0.438 0.439
C 0.7648 2.1210 1.4378 1.364 0.703 0.430
H 1.8327 2.5230 -0.4933 -0.044 -0.008 -0.026
H 3.2552 0.3148 0.1114 -0.083 -0.036 -0.073
H 2.4000 -0.6151 2.4535 -0.114 -0.072 -0.012
H 0.4114 1.0189 3.3324 -0.033 -0.089 -0.003
H 0.0834 2.9510 1.5297 -0.088 0.013 -0.066
C -4.0875 3.1269 0.6556 -0.507 0.382 0.118
As -2.7400 1.9116 0.0588 0.921 -0.409 -0.253
C -1.6682 3.2512 -0.9145 -0.079 -0.110 0.112
C -3.5216 1.1484 -1.5711 -0.122 -0.087 0.017
C -4.5728 0.0159 -1.4307 0.101 0.194 -0.202
C -4.5756 -0.7430 -2.7606 -0.138 -0.150 -0.250
C -4.2216 -0.9248 -0.2764 -0.441 -0.041 0.091
As -2.3944 -1.5778 -0.2320 0.231 0.185 0.194
C -2.4402 -2.2648 1.6113 -0.125 -0.077 -0.034
C -2.5408 -3.2644 -1.1445 -0.153 -0.481 -0.173
C -5.9515 0.6656 -1.2006 0.171 0.078 -0.019
As -7.6183 -0.2992 -0.7916 -0.240 -0.006 -0.010
C -7.2799 -0.8152 1.0674 0.045 -0.019 0.092
C -7.4247 -2.0811 -1.5762 -0.030 -0.118 -0.050
H -4.5638 3.5885 -0.2086 -0.092 0.115 0.071
H -3.6026 3.8881 1.2634 -0.048 0.076 0.033
H -4.8338 2.6217 1.2640 -0.045 0.015 0.022
H -2.3037 3.7528 -1.6440 0.044 0.076 -0.023
H -0.8233 2.7904 -1.4275 -0.043 -0.036 0.033
H -1.2687 3.9737 -0.2049 -0.030 0.052 -0.022
H -2.6517 0.7657 -2.1117 0.059 -0.050 0.018
H -3.9070 1.9802 -2.1679 -0.164 -0.069 -0.023
H -3.6005 -1.1706 -3.0045 0.117 0.060 0.157
H -4.8315 -0.0707 -3.5857 -0.040 -0.009 0.069
H -5.2901 -1.5682 -2.7636 0.062 0.131 0.014
H -4.8914 -1.7860 -0.2651 -0.051 0.062 -0.019
H -4.3665 -0.4004 0.6726 -0.014 -0.003 0.052
H -3.2936 -2.9345 1.7128 -0.033 -0.053 0.100
H -2.5410 -1.4601 2.3417 -0.041 0.080 -0.100
H -1.5308 -2.8208 1.8365 0.052 -0.020 -0.141
H -3.5427 -3.6590 -0.9795 -0.022 -0.161 -0.058
H -1.8050 -3.9618 -0.7449 0.031 0.052 0.072
H -2.3573 -3.1753 -2.2132 -0.032 0.109 -0.036
H -6.1956 1.2874 -2.0661 0.032 -0.020 -0.053
H -5.9035 1.3598 -0.3558 0.103 0.023 0.008
H -7.0736 0.0842 1.6500 -0.015 -0.041 0.021
H -6.4497 -1.5126 1.1759 -0.095 0.040 0.024
H -8.1882 -1.2734 1.4572 0.008 0.006 0.033
H -7.4286 -2.0161 -2.6635 -0.040 -0.029 0.021
H -8.3065 -2.6425 -1.2658 0.011 -0.027 -0.022
H -6.5343 -2.6160 -1.2465 -0.056 0.014 -0.011
I 1.3851 -5.2702 -0.4214 -0.027 -0.035 0.450
C 1.1130 -3.8296 -1.8682 0.072 -0.149 -1.095
C 1.3240 -4.2363 -3.2080 0.007 -0.122 0.478
C 1.1488 -3.3934 -4.2610 -0.177 0.514 0.332
I 1.4951 -4.1038 -6.1707 0.062 -0.132 -0.370
C 0.7364 -2.0509 -4.0168 0.017 -0.044 -0.293
C 0.5346 -1.0941 -5.0465 0.173 -0.551 -0.148
C 0.1625 0.1711 -4.7525 -0.210 0.556 0.554
C -0.0322 0.5101 -3.3882 -0.095 0.153 -0.734
N 0.1143 -0.3351 -2.4137 0.527 -0.930 0.615
C 0.5161 -1.6302 -2.6901 -0.065 0.234 0.145
C 0.7142 -2.5388 -1.5485 -0.183 0.411 -0.503
O 0.4922 -2.1146 -0.3706 0.341 -0.784 0.318
H 1.6366 -5.2561 -3.3927 -0.010 0.012 0.036
H 0.6930 -1.3982 -6.0742 -0.006 0.026 0.038
H 0.0131 0.9187 -5.5202 0.009 -0.031 0.013
H -0.3334 1.5188 -3.1198 0.021 -0.002 -0.060

=====

Record 3
65
Properties=species:S:1:pos:R:3:forces:R:3 method="wB97M-V/def2-TZVPD" homo_energy_ev=-3.3 charge=-1 lumo_energy_ev=2.7 total_energy_ev=-32493.546 de_lowest_kj_mol=150.7 orbital_gap_ev=5.9513
O -0.4125 -1.0165 -1.7124 -1.875 1.170 -3.294
C -1.4428 -0.1863 -2.4734 0.105 0.504 1.072
C -1.0221 -0.6851 -3.8209 0.358 -0.009 0.161
H -1.2995 0.8921 -2.2955 -0.163 -0.635 0.039
H -2.4708 -0.4914 -2.2343 0.372 0.130 0.363
C -0.1541 -1.6661 -3.0232 -0.077 -0.430 -0.557
H -0.4437 0.0305 -4.4105 -0.182 -0.112 -0.007
H -1.8413 -1.1551 -4.3687 0.294 0.138 -0.259
C 1.2836 -1.6678 -3.4823 0.127 -0.070 -0.090
H 1.7622 -0.6994 -3.3374 -0.020 -0.016 0.083
H 1.2739 -1.8722 -4.5561 0.036 0.000 -0.025
H 1.8608 -2.4554 -3.0085 0.234 0.010 0.006
C -0.7927 -3.0396 -3.1143 0.129 -0.286 0.098
H -1.8728 -2.9581 -2.9361 0.239 -0.138 0.088
H -0.3519 -3.7524 -2.4140 -0.100 0.081 -0.042
H -0.6361 -3.4188 -4.1341 -0.096 0.054 0.160
Be 0.1069 -0.5820 1.0441 -0.933 0.740 2.620
C -2.6185 -0.9441 1.5076 -0.388 0.319 0.333
C -3.2073 -0.2219 2.5494 0.281 -0.233 -0.970
C -2.7889 1.1538 2.4389 0.379 -0.325 -0.868
H -3.8944 -0.6133 3.3046 0.367 0.060 -0.226
C -1.9555 1.2699 1.3328 -0.512 0.042 -0.070
C -1.7752 -0.0467 0.7273 0.572 0.152 0.524
H -1.6149 -0.1651 -0.3354 -0.356 -0.011 0.308
H -2.7464 -2.0070 1.2833 0.034 0.431 0.189
H -3.0893 1.9539 3.1030 0.112 -0.018 0.000
H -1.5182 2.1929 0.9268 -0.227 -0.483 0.492
C 0.8660 -2.2490 1.9974 -0.054 -1.865 -0.318
C -0.1616 -3.1793 1.6639 1.441 0.893 0.408
C -0.1806 -3.3110 0.2618 0.577 -0.250 -0.825
H -0.7601 -3.7459 2.3803 0.080 0.382 -0.262
C 0.8164 -2.4914 -0.2934 0.721 -1.492 1.021
C 1.4652 -1.7679 0.7653 -0.303 -0.951 -0.221
H 2.4242 -1.2515 0.6783 -0.370 -0.236 0.105
H 1.3178 -2.1435 2.9833 -0.566 0.485 -0.337
H -0.8015 -4.0094 -0.3021 0.033 0.369 0.208
H 1.2781 -2.6199 -1.2671 -0.648 0.456 0.267
O 1.6000 1.9221 -3.0181 -1.079 0.753 0.844
C 1.3543 1.5847 -1.6277 0.826 -0.402 0.368
C 0.3385 2.5716 -1.0425 -0.088 -0.154 -0.598
H 2.3013 1.6857 -1.0660 -0.233 0.055 -0.367
H 1.0635 0.5249 -1.5632 -0.034 0.525 -0.122
C 0.5946 3.8364 -1.8862 0.063 -0.144 0.042
H 0.4834 2.7467 0.0275 -0.075 -0.138 -0.305
H -0.6895 2.2085 -1.1686 0.316 0.197 0.053
C 1.4114 3.3549 -3.1014 0.466 -0.254 -0.300
H 1.1881 4.5605 -1.3152 -0.268 -0.038 -0.128
H -0.3488 4.2903 -2.1967 0.163 0.126 0.083
H 2.4120 3.8187 -3.0962 -0.251 -0.007 -0.073
H 0.9245 3.5911 -4.0604 0.168 -0.178 0.255
C -0.7369 -0.9255 4.3088 -0.669 -0.873 0.427
C 0.0404 0.1880 3.7650 0.855 2.105 -0.570
C 0.4313 1.2831 4.5485 -0.235 -0.813 -0.493
C 1.3150 2.0428 3.7676 0.368 -0.116 -0.815
C 1.4447 1.3979 2.5278 -1.485 -0.051 1.927
C 2.4343 1.7165 1.4945 0.553 0.428 -0.446
N 0.5843 0.3130 2.4917 0.689 0.223 0.467
H -1.0772 -1.6273 3.5412 -0.013 0.235 0.418
H -1.6062 -0.5196 4.8484 0.102 -0.305 -0.188
H -0.1207 -1.4611 5.0558 -0.204 -0.053 -0.272
H 0.1068 1.4433 5.5727 0.142 0.042 -0.159
H 1.8252 2.9566 4.0352 0.137 -0.011 0.121
H 2.0873 2.5475 0.8635 0.494 -0.262 -0.052
H 3.3738 2.0369 1.9780 -0.281 -0.096 -0.242
H 2.6626 0.8318 0.8872 -0.047 0.348 -0.048

=====

Record 4
86
Properties=species:S:1:pos:R:3:forces:R:3 method="wB97M-V/def2-TZVPD" homo_energy_ev=-4.6 charge=-1 lumo_energy_ev=2.3 total_energy_ev=-134915.946 orbital_gap_ev=6.9205
C 2.0147 -4.9960 2.2618 -0.098 0.253 0.309
C 0.6561 -4.2606 2.2196 0.217 -0.131 -0.071
C 0.0754 -4.0666 0.8016 0.014 0.005 0.520
C -0.7291 -2.7766 0.6336 -0.180 -0.221 -0.154
Sb 0.2043 -1.3826 -0.8216 0.431 0.024 0.733
C 2.0372 -1.3460 0.4257 0.205 0.155 0.063
C 2.0835 -0.2502 1.4856 0.548 -0.305 0.017
C 3.3944 -0.2566 2.2896 -0.147 -0.035 0.026
C 3.4006 0.7505 3.4519 -0.064 0.123 -0.461
C 3.8065 2.1360 2.9716 -0.067 -0.148 -0.113
O 4.1177 2.9756 4.0685 -0.035 0.078 0.036
C 4.7985 4.1497 3.6741 -0.243 -0.203 0.102
C 1.0009 0.0628 -2.3112 0.088 -0.023 -0.025
C 1.9407 1.0690 -1.6843 -0.287 0.344 -0.431
N 2.4061 2.0954 -2.6634 0.176 -0.120 1.044
C 1.4468 3.1820 -2.8669 0.015 0.358 -0.610
C 1.3079 4.2017 -1.7260 0.025 -0.014 -0.274
C 3.7015 2.5924 -2.3842 0.242 0.089 -0.634
C 4.1969 2.6358 -0.9471 -0.371 -0.302 0.071
O 4.4166 3.0067 -3.2750 -0.344 0.183 0.293
C -1.6195 -1.6621 -2.2395 0.156 0.184 -0.232
F -1.1586 -1.4547 -3.5369 -0.123 -0.118 0.222
F -2.0142 -2.9822 -2.1984 -0.145 0.230 -0.030
C -2.8564 -0.7522 -2.1477 -0.185 -0.176 -0.451
F -3.5776 -0.7466 -3.3198 0.057 -0.041 0.206
F -2.4289 0.5207 -1.9535 -0.017 -0.137 -0.010
C -3.8834 -1.0985 -1.0435 0.236 0.392 0.198
F -3.2975 -0.9107 0.1637 -0.043 -0.113 -0.125
F -4.2779 -2.3762 -1.1456 -0.050 0.020 0.053
C -5.1764 -0.2171 -1.0834 -0.254 -0.271 -0.259
F -4.9194 1.0560 -1.4395 -0.054 -0.138 0.034
F -6.0168 -0.7382 -2.0063 0.180 0.081 0.176
C -5.9565 -0.2089 0.2760 -0.026 0.253 -0.061
F -7.2717 -0.0439 -0.0002 0.083 -0.032 0.027
F -5.8240 -1.3936 0.8869 0.010 0.029 -0.057
C -5.5434 0.9343 1.2778 0.005 -0.186 0.410
F -5.5930 0.4158 2.5263 0.009 0.062 -0.182
F -4.2890 1.3598 1.0568 -0.106 -0.042 0.004
C -6.4947 2.1659 1.2739 0.409 0.041 -0.052
F -7.6451 1.8385 1.8721 -0.213 -0.059 0.097
F -6.7417 2.5636 0.0168 -0.070 0.038 -0.149
C -5.9074 3.3974 2.0220 -0.212 -0.040 -0.108
F -5.4536 3.0693 3.2225 0.105 -0.130 0.254
F -4.9355 3.9628 1.3269 0.230 0.073 -0.157
F -6.8845 4.2921 2.1733 -0.173 0.150 0.025
H 2.4737 -5.0418 1.2736 -0.023 -0.124 -0.001
H 2.7148 -4.4627 2.9120 -0.001 -0.052 -0.046
H 1.9206 -6.0003 2.6791 0.039 -0.076 -0.234
H -0.0589 -4.8256 2.8243 -0.057 0.179 0.059
H 0.7716 -3.2868 2.7033 -0.041 0.013 -0.097
H -0.5620 -4.9302 0.5890 0.137 -0.010 -0.237
H 0.9130 -4.0984 0.0922 -0.099 0.009 -0.104
H -1.7575 -3.0072 0.3508 0.024 0.131 -0.094
H -0.7854 -2.1954 1.5602 0.108 -0.027 -0.009
H -0.5246 -0.0448 0.0844 -0.055 0.126 -0.096
H 0.9147 -2.7391 -1.7021 -0.108 -0.065 -0.080
H 2.1652 -2.3062 0.9393 -0.181 -0.059 -0.167
H 2.8879 -1.2725 -0.2637 -0.013 0.069 0.040
H 1.9842 0.7366 1.0271 -0.327 0.016 0.116
H 1.2628 -0.4191 2.1915 -0.125 0.274 -0.094
H 3.5616 -1.2716 2.6652 -0.002 0.061 0.033
H 4.2230 -0.0374 1.6044 0.036 -0.090 0.062
H 4.0786 0.4401 4.2491 -0.049 0.031 0.016
H 2.3775 0.8155 3.8326 0.143 -0.085 0.351
H 2.9795 2.5751 2.3938 0.103 0.078 -0.038
H 4.6677 2.0569 2.2921 0.072 0.009 0.109
H 5.8725 3.9534 3.5845 0.008 0.082 -0.117
H 4.4098 4.5258 2.7215 0.065 0.052 0.002
H 4.6290 4.9051 4.4417 0.077 -0.019 -0.005
H 0.1711 0.6093 -2.7675 -0.076 -0.240 0.006
H 1.5014 -0.5276 -3.0834 -0.013 0.105 -0.019
H 1.4017 1.5630 -0.8644 0.172 -0.063 0.156
H 2.8350 0.5876 -1.2939 -0.097 -0.078 0.086
H 0.4703 2.7579 -3.1019 0.091 -0.205 0.065
H 1.7674 3.7277 -3.7595 -0.084 -0.082 -0.004
H 1.2170 3.7338 -0.7457 -0.010 0.023 0.006
H 2.1563 4.8917 -1.7343 0.025 -0.104 0.184
H 0.4123 4.8013 -1.9056 0.013 -0.024 0.093
H 4.9002 1.8179 -0.7797 0.119 0.141 0.045
H 4.6766 3.5985 -0.7815 0.182 -0.096 -0.089
H 3.3776 2.5198 -0.2370 0.078 0.015 0.022
C -0.5060 -4.9286 -5.1061 0.082 -0.006 0.090
Cl 0.2423 -4.0728 -6.4646 0.019 0.001 -0.036
Cl 0.4481 -4.6629 -3.6505 -0.126 0.026 -0.118
Cl -2.1428 -4.3323 -4.8736 -0.038 -0.096 -0.114
Cl -0.5586 -6.6675 -5.4807 0.001 -0.020 -0.015